# 1
ORCA calculation (wB97M-V/def2-TZVPD) on a molecular structure, C18H28Br2N3O4SV.

Output
* net charge: +2
* E: -208369.091 eV
* energy relative to the best compared isomer or geometry (same formula, charge and spin): 28.40 kcal per mole
* E_HOMO (alpha / beta): -15.4 / -15.4 eV
* gap between HOMO and LUMO (alpha / beta): 0.26581 / 0.26599 Eh

Cartesian coordinates (Å):
V (-0.060, -0.117, 0.171)
O (0.103, 0.254, 1.775)
C (0.888, 0.522, 2.832)
C (2.215, 0.610, 2.689)
C (3.042, 0.833, 3.854)
C (4.359, 0.918, 3.689)
C (4.983, 0.854, 2.394)
C (4.253, 0.647, 1.276)
C (2.828, 0.474, 1.347)
O (2.171, 0.220, 0.309)
N (5.223, 1.093, 4.879)
O (4.688, 1.049, 5.964)
O (6.415, 1.162, 4.670)
H (0.386, 0.653, 3.781)
H (2.610, 0.922, 4.844)
H (6.056, 0.988, 2.346)
H (4.712, 0.612, 0.297)
Br (0.220, 0.192, -2.362)
C (0.121, 2.133, -2.334)
Br (-0.042, 2.692, -0.498)
H (-0.758, 2.438, -2.882)
H (1.039, 2.521, -2.748)
C (1.260, -5.429, 3.369)
C (2.734, -5.292, 3.751)
C (3.587, -4.517, 2.745)
C (3.267, -3.022, 2.670)
N (2.082, -2.690, 1.844)
C (1.920, -2.645, 0.529)
S (0.235, -2.366, -0.006)
N (2.819, -2.796, -0.418)
C (4.231, -3.267, -0.433)
C (4.360, -4.606, -1.158)
C (4.361, -4.510, -2.684)
C (3.040, -4.062, -3.313)
H (0.747, -6.104, 4.054)
H (1.147, -5.836, 2.359)
H (0.719, -4.477, 3.417)
H (3.167, -6.288, 3.853)
H (2.821, -4.820, 4.734)
H (3.471, -4.961, 1.752)
H (4.641, -4.614, 3.017)
H (4.108, -2.434, 2.310)
H (3.034, -2.649, 3.667)
H (1.205, -2.694, 2.338)
H (2.432, -2.703, -1.344)
H (4.606, -3.334, 0.572)
H (4.812, -2.503, -0.953)
H (3.551, -5.265, -0.824)
H (5.296, -5.065, -0.832)
H (4.621, -5.493, -3.076)
H (5.162, -3.834, -2.999)
H (2.190, -4.623, -2.908)
H (3.051, -4.226, -4.390)
H (2.853, -2.987, -3.183)
C (-1.866, -0.339, 0.079)
H (-2.547, -0.202, 0.918)
H (-2.380, -0.671, -0.827)

Atomic partial charges in e from the Löwdin method, atoms 1 to 5: number 1, V, carries 0.3007; number 2, O, carries -0.2393; number 3, C, carries -0.0154; number 4, C, carries -0.0949; number 5, C, carries 0.0783

# 2
ORCA calculation (wB97M-V/def2-TZVPD) on a molecular structure, C18H28Br3O13Pb.

Output
* multiplicity: 2
* net charge: 0
* E: -261108.152 eV
* ⟨S²⟩: 0.75
* E_HOMO (alpha / beta): -8.2 / -9.8 eV
* gap between HOMO and LUMO (alpha / beta): 0.20787 / 0.27115 Eh

Cartesian coordinates (Å):
Pb (-0.654, -2.754, 3.317)
C (-0.326, -0.095, 0.457)
O (-0.849, -0.957, 1.521)
H (0.415, -0.592, -0.169)
H (-1.077, 0.305, -0.225)
H (0.160, 0.801, 0.844)
C (2.312, 3.012, -1.437)
C (1.189, 3.363, -2.429)
C (0.569, 2.146, -3.051)
O (-0.837, 2.331, -2.826)
C (-1.018, 3.446, -2.127)
O (-2.153, 3.847, -1.850)
O (0.191, 4.009, -1.741)
H (1.929, 2.551, -0.526)
H (2.819, 3.916, -1.101)
H (3.070, 2.343, -1.844)
H (1.555, 3.930, -3.285)
H (0.957, 1.228, -2.610)
H (0.802, 2.172, -4.116)
C (0.285, -2.897, -1.955)
C (1.503, -3.498, -1.172)
C (1.342, -4.949, -0.854)
O (2.653, -5.435, -1.122)
C (3.327, -4.539, -1.771)
O (4.453, -4.744, -2.214)
O (2.544, -3.554, -2.086)
H (-0.020, -3.384, -2.881)
H (0.548, -1.858, -2.157)
H (-0.644, -2.887, -1.385)
H (1.696, -2.895, -0.285)
H (0.536, -5.334, -1.479)
H (1.109, -5.048, 0.206)
C (2.917, 1.617, 2.339)
C (2.977, 0.050, 2.015)
C (3.248, -0.371, 0.651)
O (4.566, -0.715, 0.645)
C (4.998, -0.863, 1.867)
O (6.105, -1.262, 2.171)
O (4.085, -0.512, 2.701)
H (3.728, 2.109, 1.802)
H (2.997, 1.720, 3.421)
H (1.927, 1.954, 2.031)
H (2.068, -0.440, 2.363)
H (2.956, 0.401, -0.060)
H (2.573, -1.162, 0.326)
C (-4.381, 2.537, 0.812)
C (-4.273, 1.287, 1.746)
C (-3.198, 1.332, 2.819)
O (-3.904, 1.323, 4.033)
C (-5.142, 0.865, 3.835)
O (-5.959, 0.469, 4.666)
O (-5.445, 1.052, 2.521)
H (-3.470, 2.448, 0.222)
H (-4.569, 3.414, 1.432)
H (-5.254, 2.313, 0.198)
H (-4.080, 0.500, 1.016)
H (-2.570, 2.210, 2.668)
H (-2.600, 0.435, 2.652)
C (-3.663, -1.291, -1.584)
Br (-2.804, -2.402, -3.021)
Br (-5.282, -2.335, -0.971)
Br (-4.060, 0.626, -2.129)
H (-2.877, -1.289, -0.830)

Atomic partial charges in e from the Löwdin method, atoms 1 to 5: number 1, Pb, carries 0.9019; number 2, C, carries -0.2423; number 3, O, carries -0.6751; number 4, H, carries 0.0310; number 5, H, carries 0.0542

# 3
ORCA calculation (wB97M-V/def2-TZVPD) on a molecular structure, C18H28BrGeN2ReSSi.

Output
* multiplicity: 2
* net charge: -1
* E: -169502.871 eV
* energy relative to the best compared isomer or geometry (same formula, charge and spin): 17.61 kcal per mole
* ⟨S²⟩: 1.19
* E_HOMO (alpha / beta): -3.2 / -3.7 eV
* gap between HOMO and LUMO (alpha / beta): 0.20837 / 0.22481 Eh

Cartesian coordinates (Å):
Re (0.081, -0.170, 0.257)
C (-1.426, 3.000, 4.026)
Ge (-1.803, 1.415, 2.876)
C (-3.612, 1.780, 2.141)
C (-1.991, -0.131, 4.103)
C (-0.289, 1.143, 1.667)
H (-2.221, 3.139, 4.762)
H (-1.361, 3.906, 3.421)
H (-0.482, 2.882, 4.561)
H (-4.361, 1.576, 2.909)
H (-3.824, 1.149, 1.283)
H (-3.702, 2.826, 1.840)
H (-2.920, -0.072, 4.673)
H (-1.152, -0.159, 4.800)
H (-1.995, -1.055, 3.528)
H (0.474, 1.871, 1.961)
S (2.285, -0.264, 0.691)
C (-1.910, 2.758, -0.794)
Si (-2.460, 1.084, -1.489)
C (-1.477, 0.878, -3.108)
C (-4.263, 1.305, -2.043)
N (-2.058, -0.206, -0.417)
C (-2.853, -1.201, 0.102)
C (-2.303, -2.226, 0.909)
C (-3.071, -3.246, 1.441)
C (-4.438, -3.306, 1.203)
C (-5.005, -2.323, 0.404)
C (-4.242, -1.307, -0.144)
H (-2.047, 3.557, -1.529)
H (-0.854, 2.707, -0.532)
H (-2.459, 3.022, 0.112)
H (-1.634, 1.740, -3.762)
H (-1.760, -0.021, -3.663)
H (-0.408, 0.821, -2.889)
H (-4.326, 2.169, -2.709)
H (-4.935, 1.488, -1.201)
H (-4.632, 0.436, -2.594)
H (-1.242, -2.192, 1.147)
H (-2.588, -3.999, 2.054)
H (-5.041, -4.097, 1.628)
H (-6.073, -2.343, 0.213)
H (-4.725, -0.564, -0.762)
Br (3.551, -3.168, -3.537)
C (1.783, -2.850, -2.918)
C (0.726, -3.553, -3.469)
C (-0.534, -3.256, -2.977)
C (-0.678, -2.293, -1.997)
N (0.352, -1.628, -1.455)
C (1.576, -1.918, -1.924)
H (0.876, -4.298, -4.238)
H (-1.407, -3.776, -3.346)
H (-1.659, -2.039, -1.625)
H (2.399, -1.388, -1.459)

Atomic partial charges in e from the Löwdin method, atoms 1 to 5: number 1, Re, carries 0.7970; number 2, C, carries -0.2473; number 3, Ge, carries 0.7291; number 4, C, carries -0.2257; number 5, C, carries -0.2251

# 4
ORCA calculation (wB97M-V/def2-TZVPD) on a molecular structure, C18H28CuO10.

Output
* multiplicity: 2
* net charge: 0
* E: -84232.670 eV
* energy relative to the best compared isomer or geometry (same formula, charge and spin): 1.33 kcal per mole
* ⟨S²⟩: 0.75
* E_HOMO (alpha / beta): -6.0 / -5.9 eV
* gap between HOMO and LUMO (alpha / beta): 0.22852 / 0.22375 Eh

Cartesian coordinates (Å):
Cu (-1.616, -0.149, 0.010)
O (-3.458, -0.528, 0.722)
C (-4.316, 0.265, -0.052)
C (-3.724, 1.572, -0.572)
O (-2.374, 1.552, -0.866)
H (-5.260, 0.465, 0.482)
H (-4.601, -0.375, -0.913)
H (-4.004, 2.349, 0.168)
H (-4.298, 1.843, -1.480)
O (0.296, 0.501, -0.658)
C (1.325, 1.080, -0.516)
O (1.498, 1.992, 0.469)
C (2.641, 2.819, 0.259)
C (3.422, 2.219, -0.943)
C (2.481, 1.141, -1.480)
H (3.288, 2.738, 1.130)
H (2.327, 3.837, 0.047)
H (4.345, 1.784, -0.566)
H (3.650, 2.934, -1.729)
H (2.983, 0.190, -1.640)
H (2.001, 1.411, -2.424)
O (-1.625, -1.072, -2.239)
C (-1.346, -0.732, -3.339)
O (-0.144, -0.225, -3.692)
C (-0.076, 0.013, -5.102)
C (-1.529, 0.160, -5.538)
C (-2.235, -0.783, -4.561)
H (0.468, -0.817, -5.566)
H (0.544, 0.885, -5.312)
H (-1.651, -0.083, -6.592)
H (-1.862, 1.183, -5.372)
H (-2.283, -1.799, -4.959)
H (-3.257, -0.448, -4.411)
O (-0.426, -1.897, 0.647)
C (0.298, -2.695, 1.145)
O (1.025, -2.426, 2.240)
C (1.885, -3.530, 2.582)
C (1.294, -4.745, 1.846)
C (0.552, -4.114, 0.666)
H (1.771, -3.629, 3.660)
H (2.925, -3.316, 2.336)
H (0.652, -5.255, 2.561)
H (2.085, -5.430, 1.546)
H (-0.396, -4.596, 0.459)
H (1.202, -3.991, -0.201)
O (-0.865, 0.676, 1.946)
C (-0.399, 1.113, 2.949)
O (-0.860, 2.252, 3.508)
C (-0.042, 2.633, 4.635)
C (1.268, 1.902, 4.427)
C (0.847, 0.637, 3.675)
H (-0.613, 2.548, 5.557)
H (0.144, 3.699, 4.472)
H (1.790, 1.689, 5.364)
H (2.021, 2.458, 3.867)
H (0.633, -0.178, 4.368)
H (1.599, 0.272, 2.982)

Atomic partial charges in e from the Löwdin method, atoms 1 to 5: number 1, Cu, carries 0.6002; number 2, O, carries -0.3026; number 3, C, carries -0.3837; number 4, C, carries -0.4008; number 5, O, carries -0.2838

| no. | strongest force on any atom (eV/Å) |
| --- | --- |
| 1 | 3.905 |
| 2 | 5.785 |
| 3 | 2.947 |
| 4 | 2.589 |